(1)
92
Properties=species:S:1:pos:R:3 method="wB97M-V/def2-TZVPD" relative_energy_ev=0.243 multiplicity=5 s_squared=6.2587 homo_energy_ev="-4.4 / -7.1" max_force_ev_per_a=1.82 lumo_energy_ev="-0.92 / -0.61" homo_lumo_gap_ev="3.5 / 6.5" e_tot_ev=-186144.1467
Fe -0.5839 -0.4717 0.3498
I 1.7227 0.6012 1.1230
C 1.5696 0.5363 3.2473
C 2.7097 0.0767 3.8563
C 2.8251 0.1102 5.2505
C 1.8307 0.6794 5.9929
C 0.6590 1.1806 5.3838
C -0.3004 1.8450 6.1722
C -1.4210 2.3869 5.6043
C -1.6832 2.1504 4.2575
C -0.8128 1.4337 3.4482
P -1.6207 0.9037 1.8895
C -1.9426 2.5352 1.1123
C -1.0677 3.5882 1.3832
C -1.1696 4.7855 0.6931
C -2.1543 4.9563 -0.2656
C -3.0087 3.9053 -0.5668
C -2.8893 2.6985 0.1001
C -3.2209 0.3107 2.5769
C -3.1438 -0.5393 3.6850
C -4.2891 -1.0429 4.2742
C -5.5377 -0.7149 3.7650
C -5.6254 0.1217 2.6657
C -4.4777 0.6299 2.0740
C 0.4563 1.0363 3.9687
H 3.5203 -0.3003 3.2460
H 3.7137 -0.2834 5.7237
H 1.9297 0.7717 7.0669
H -0.1208 1.9380 7.2356
H -2.1243 2.9533 6.1989
H -2.6059 2.5175 3.8268
H -0.3042 3.4707 2.1406
H -0.4686 5.5835 0.8990
H -2.2458 5.8978 -0.7905
H -3.7555 4.0169 -1.3423
H -3.5111 1.8681 -0.1974
H -2.1786 -0.7900 4.1058
H -4.2096 -1.6884 5.1388
H -6.4342 -1.1083 4.2247
H -6.5923 0.3870 2.2591
H -4.5893 1.2932 1.2324
C -0.5565 -1.7599 1.9221
H 0.2114 -2.4754 1.6242
H -1.5234 -2.2593 1.9623
H -0.3024 -1.3671 2.9062
O -1.2319 -3.3101 -2.4990
C -0.4647 -2.8712 -1.6631
O -0.7478 -1.9392 -0.8043
C 0.9458 -3.3990 -1.5143
C 1.3681 -4.5465 -2.1852
C 2.6893 -4.9689 -2.0495
C 3.5888 -4.2734 -1.2559
C 3.1479 -3.1406 -0.5557
C 1.8270 -2.7148 -0.7011
N 4.0005 -2.4050 0.2711
O 3.4780 -1.5180 1.0530
O 5.2592 -2.6044 0.2103
H 0.6634 -5.0885 -2.8006
H 3.0194 -5.8602 -2.5697
H 4.6178 -4.5843 -1.1473
H 1.5161 -1.8228 -0.1878
C 4.6416 0.9436 -2.4835
N 4.4968 -0.0919 -3.4774
C 5.5269 -0.7952 -4.0586
C 4.9793 -1.6897 -4.9033
N 3.6100 -1.5348 -4.8341
C 2.6380 -2.3219 -5.5546
C 3.3198 -0.5572 -3.9504
Se 1.6421 0.0610 -3.5467
H 5.6558 1.3345 -2.5222
H 4.4526 0.5352 -1.4879
H 3.9221 1.7362 -2.6879
H 6.5554 -0.6149 -3.8116
H 5.4393 -2.4165 -5.5467
H 3.0235 -2.5564 -6.5458
H 1.7200 -1.7460 -5.6464
H 2.4222 -3.2454 -5.0146
C -3.7369 0.1991 -4.8805
C -3.8235 0.2884 -3.3579
C -2.5635 0.7871 -2.7409
N -2.0793 0.3558 -1.6413
N -0.9182 0.9529 -1.2476
C -0.5188 1.8927 -2.0746
N 0.5262 2.7203 -1.8763
S -1.5928 2.0795 -3.4283
H -4.6739 -0.1714 -5.2914
H -2.9379 -0.4813 -5.1724
H -3.5347 1.1784 -5.3175
H -4.0179 -0.6937 -2.9261
H -4.6416 0.9577 -3.0724
H 1.2267 2.3874 -1.2331
H 0.8867 3.1853 -2.6927

(2)
94
Properties=species:S:1:pos:R:3 method="wB97M-V/def2-TZVPD" relative_energy_ev=0.823 multiplicity=2 s_squared=0.7697 homo_energy_ev="-6.7 / -7.4" max_force_ev_per_a=1.75 lumo_energy_ev="-0.66 / -0.86" homo_lumo_gap_ev="6.0 / 6.6" e_tot_ev=-214560.5739
Re -1.1118 -0.5759 -0.7407
Br 4.7140 5.8336 -0.4198
C 4.5488 4.4582 0.8748
C 5.6833 3.8308 1.3638
C 5.5345 2.8285 2.3075
C 4.2695 2.4261 2.7372
C 3.1405 3.0877 2.2515
C 3.2873 4.1063 1.3271
N 4.2766 1.4087 3.7293
N 3.2661 0.7771 4.0767
C 2.1829 0.4527 3.2425
C 0.9782 0.3120 3.8988
C -0.2416 0.1968 3.2284
C -0.2447 0.1271 1.8555
O -1.3425 0.1139 1.1140
C 0.9978 0.0594 1.1680
N 0.8990 -0.1518 -0.1820
C 1.9941 -0.0911 -0.9115
C 3.2605 0.0418 -0.3310
C 3.3822 0.1687 1.0252
C 2.2232 0.2484 1.8293
H 6.6650 4.1269 1.0215
H 6.3998 2.3327 2.7282
H 2.1367 2.8545 2.5825
H 2.4060 4.6190 0.9662
H 1.0044 0.3896 4.9789
H -1.1803 0.1873 3.7656
H 1.8647 -0.1849 -1.9797
H 4.1350 0.0199 -0.9660
H 4.3627 0.2200 1.4739
F -2.4086 -0.8227 -7.8226
C -2.1185 -0.3312 -6.6193
C -1.8448 -1.1829 -5.5639
F -1.8697 -2.5040 -5.7459
C -1.5497 -0.6491 -4.3236
F -1.2964 -1.5275 -3.3311
C -1.5006 0.7137 -4.0758
Se -0.9912 1.4644 -2.3950
C -1.7930 1.5379 -5.1561
F -1.7841 2.8658 -5.0044
C -2.0942 1.0376 -6.4098
F -2.3659 1.8641 -7.4200
C -0.2385 5.8838 0.1426
C -0.1321 4.5392 -0.5522
S -0.5827 3.1384 0.5117
O -0.0157 3.4362 1.8612
C -2.3824 3.4310 0.6062
C -2.9083 3.0082 1.9671
H 0.2534 6.6480 -0.4591
H 0.2411 5.8493 1.1217
H -1.2739 6.1905 0.2903
H 0.8975 4.3275 -0.8468
H -0.7524 4.4622 -1.4474
H -2.8064 2.8300 -0.2009
H -2.5888 4.4817 0.4029
H -2.7665 1.9384 2.1225
H -3.9726 3.2361 2.0367
H -2.3829 3.5394 2.7593
C 1.5955 -2.9224 -2.5800
C 1.0573 -4.0665 -1.7266
C -0.2505 -4.6216 -2.2942
C 0.9729 -3.7523 -0.2378
C 2.0270 -4.1588 0.5688
C 1.9795 -4.0135 1.9468
C 0.7998 -3.5947 2.5343
C -0.3035 -3.1999 1.7799
C -1.6199 -3.0388 2.5404
C -2.8564 -2.6112 1.7535
C -1.9356 -4.3904 3.2080
C -0.1257 -3.1079 0.3798
N -0.9472 -2.2963 -0.3984
H 1.6740 -3.2299 -3.6252
H 2.5832 -2.6070 -2.2372
H 0.9244 -2.0659 -2.5334
H 1.7889 -4.8788 -1.7830
H -1.0568 -3.8918 -2.2421
H -0.5616 -5.5103 -1.7420
H -0.1130 -4.9037 -3.3401
H 2.8933 -4.6129 0.0999
H 2.8291 -4.2856 2.5595
H 0.7189 -3.5807 3.6151
H -1.4504 -2.3069 3.3367
H -3.0377 -3.2852 0.9125
H -2.7816 -1.5973 1.3759
H -3.7221 -2.6646 2.4182
H -1.9969 -5.1759 2.4512
H -2.8956 -4.3414 3.7256
H -1.1771 -4.6865 3.9306
C -5.7298 -0.7183 -1.5638
C -4.3015 -0.6813 -1.3134
N -3.1753 -0.6526 -1.1144
H -6.1770 -1.5273 -0.9882
H -5.9177 -0.8785 -2.6242
H -6.1750 0.2268 -1.2563

(3)
96
Properties=species:S:1:pos:R:3 method="wB97M-V/def2-TZVPD" relative_energy_ev=0.000 multiplicity=1 homo_energy_ev=-7.7 max_force_ev_per_a=0.62 lumo_energy_ev=-1.22 homo_lumo_gap_ev=6.4 e_tot_ev=-90889.7971
Rh 1.7908 -0.4859 -1.3887
C -3.8063 2.4218 -3.2801
C -4.2833 0.9973 -3.2420
C -5.4448 0.6053 -3.8991
C -5.8780 -0.7114 -3.8800
C -5.1547 -1.6670 -3.1820
C -4.0066 -1.2954 -2.5032
C -3.5671 0.0240 -2.5411
N -2.3999 0.4007 -1.8278
C -1.1517 -0.1646 -1.9710
N -0.9582 -0.8261 -3.1267
C 0.0338 -1.7897 -3.4483
C 1.2593 -1.7996 -2.7961
C 2.1731 -2.7811 -3.1904
C 1.8749 -3.6898 -4.1913
C 0.6521 -3.6296 -4.8453
C -0.2871 -2.6765 -4.4880
C -1.6036 -2.5963 -5.2170
N -0.2350 0.0004 -1.0531
C -0.7445 0.5286 0.1870
C -1.7976 -0.3131 0.9246
C -2.8238 0.5210 1.6839
C -3.2452 1.8101 1.0665
C -2.3375 2.5481 0.4303
C -0.9244 2.0775 0.3392
C -0.0784 2.8739 -0.6330
H -4.4030 3.0088 -3.9751
H -2.7610 2.4778 -3.5899
H -3.8792 2.8944 -2.2970
H -6.0105 1.3487 -4.4470
H -6.7786 -0.9908 -4.4096
H -5.4872 -2.6960 -3.1569
H -3.4358 -2.0262 -1.9425
H -2.4782 1.2212 -1.2445
H -1.7380 -0.7864 -3.7617
H 3.1485 -2.8097 -2.7262
H 2.6114 -4.4277 -4.4818
H 0.4245 -4.3202 -5.6483
H -1.6349 -3.3375 -6.0135
H -1.7559 -1.6187 -5.6866
H -2.4569 -2.7839 -4.5600
H -2.1023 -1.2500 0.4684
H -3.6703 -0.0625 2.0403
H -4.2710 2.1399 1.1700
H -2.5976 3.5069 -0.0065
H -0.0424 3.9220 -0.3266
H -0.4902 2.8268 -1.6435
H 0.9374 2.4887 -0.6907
O 4.9402 0.9256 4.9486
N 4.6342 -0.2376 4.7748
O 4.8089 -1.1132 5.5954
C 3.8999 -0.5961 3.5389
C 3.3114 -1.8109 3.5555
C 2.5579 -2.2725 2.4370
C 1.9438 -3.5371 2.4125
C 1.2559 -3.9223 1.2947
C 1.1961 -3.0443 0.2059
N 1.7533 -1.8488 0.2212
C 2.4250 -1.4437 1.3233
C 3.0174 -0.1256 1.3308
N 2.7809 0.6476 0.2471
C 3.3240 1.8392 0.1676
C 4.1428 2.3449 1.1861
C 4.3726 1.5951 2.3045
C 3.7869 0.3119 2.4180
H 3.4194 -2.4401 4.4265
H 2.0301 -4.1899 3.2717
H 0.7789 -4.8891 1.2274
H 0.6966 -3.3187 -0.7154
H 3.1387 2.3923 -0.7449
H 4.6009 3.3162 1.0689
H 4.9948 1.9774 3.0945
O 3.7606 -0.8377 -1.7779
S 4.1822 0.2667 -2.7568
O 4.6894 -0.2920 -3.9761
O 5.0232 1.2351 -2.0940
S 2.2764 1.0657 -3.0245
C -0.3702 0.5346 5.5835
C 0.0220 1.9360 5.1238
C 1.4332 1.9286 4.5526
C -0.9762 2.5213 4.1184
N -1.1183 1.8134 2.8617
C -0.2504 1.8915 1.7477
N 0.1079 0.4602 1.4145
N -0.9014 -0.3644 2.1334
N -1.8190 0.6301 2.8256
H 0.3329 0.1725 6.3360
H -0.3605 -0.1646 4.7454
H -1.3716 0.5180 6.0164
H 0.0004 2.6058 5.9912
H 1.4870 1.2499 3.6974
H 2.1545 1.5823 5.2927
H 1.7479 2.9210 4.2200
H -0.6840 3.5445 3.8685
H -1.9688 2.5778 4.5693
H 0.6072 2.5351 1.9427